C23H37N2O6P | ωB97M-V/def2-TZVPD

Element x y z (Å)
P -2.387 1.771 0.959
O -1.334 2.745 0.539
O -1.352 -2.357 -0.894
O -3.327 2.537 2.102
O 2.579 -4.082 0.411
O -3.232 1.390 -0.448
O 1.851 1.074 -1.587
N 2.988 -1.869 -0.450
N 0.092 -3.135 1.350
C -5.205 1.816 -1.793
C -3.151 -3.594 0.182
C -4.099 2.471 -0.847
C 0.833 -0.400 2.329
C 3.470 0.558 0.152
C 0.070 -2.442 -0.990
C 4.468 2.555 -4.559
C 5.731 3.124 -4.088
C -0.421 0.545 2.491
C 2.769 -0.786 0.561
C 3.699 -1.300 1.770
C -1.665 0.165 1.594
C -1.993 -3.650 -0.914
C 3.015 1.119 -1.235
C 3.575 1.882 -3.636
C 0.811 -2.270 0.394
C 4.003 1.804 -2.239
C 2.214 -2.982 0.152
C 6.139 2.991 -2.701
C 5.264 2.316 -1.735
C 1.197 -0.770 0.846
C -5.361 1.028 1.911
C -4.221 1.652 2.820
H 0.371 -3.389 -1.520
H -5.901 1.890 1.447
H -3.569 3.291 -1.397
H 4.588 0.459 0.238
H -4.705 0.905 -2.228
H -0.840 -2.773 1.556
H 3.072 -1.889 2.486
H -2.448 -3.803 -1.935
H 3.186 1.322 0.935
H 0.650 -3.268 2.191
H -6.042 0.417 2.568
H -2.413 -0.352 2.259
H -4.156 -3.831 -0.243
H -6.046 1.440 -1.163
H 0.398 -1.602 -1.672
H 7.093 3.402 -2.299
H -5.511 2.493 -2.623
H -4.958 0.304 1.154
H -2.868 -4.300 1.001
H -4.660 2.945 -0.006
H -3.203 -2.568 0.644
H 0.727 -1.294 2.993
H -0.758 0.440 3.563
H 2.608 1.444 -3.972
H 4.039 -0.364 2.298
H 0.557 -0.173 0.151
H 2.625 -1.643 -1.385
H 6.419 3.657 -4.775
H -1.454 -0.541 0.754
H -0.069 1.598 2.386
H 4.576 -1.852 1.367
H -4.768 2.307 3.557
H 1.715 0.174 2.737
H 4.163 2.655 -5.622
H -3.695 0.882 3.443
H 5.542 2.198 -0.669
H -1.283 -4.485 -0.666

Atoms 1-2, force components in eV/Å:
1.7 1.5 -2.1
-0.9 -1.0 0.9

structure (SMILES)	CCOC[C@@]1(N)C(=O)N[C@@](C)(CC(=O)c2ccccc2)[C@@H]1CCCP(=O)(OCC)OCC
total charge	0
total energy	-1800.857246	hartree
highest occupied orbital energy	-9.117	eV

C23H37O3V | ωB97M-V/def2-TZVPD

Element x y z (Å)
V 0.987 1.565 0.060
O -2.748 -1.875 -0.359
O 0.044 2.719 1.074
O -0.007 -2.959 -1.043
C 1.073 3.012 -1.722
C 1.970 -0.424 0.738
C -0.760 -4.956 -1.647
C -1.447 -1.529 1.713
C -0.198 4.132 2.988
C 0.239 -3.905 -2.142
C -0.925 4.881 0.728
C 0.835 0.729 -2.136
C 1.818 1.348 2.240
C -2.718 -2.349 2.043
C -0.206 -3.332 -3.460
C 1.783 1.801 -2.055
C -0.327 2.665 -1.594
C -0.904 -4.007 -0.486
C 1.305 0.061 1.913
C 0.133 4.084 1.493
C -3.598 -2.256 0.778
C 2.894 1.640 1.330
C -1.742 -1.002 0.290
C 1.619 -4.539 -2.197
C 1.557 4.614 1.281
C -0.468 1.263 -1.841
C 2.941 0.571 0.355
H -4.346 -1.425 0.874
H 1.577 5.688 1.499
H 1.530 -5.449 -2.810
H -1.426 0.742 -1.947
H -1.215 3.749 3.156
H -0.144 5.174 3.336
H -0.338 -5.918 -1.413
H 2.254 4.117 1.974
H -0.839 -0.913 -0.333
H 1.500 1.895 3.125
H 1.036 -0.298 -2.477
H 3.604 0.507 -0.505
H -0.752 4.857 -0.352
H 0.582 -2.678 -3.854
H -1.967 -3.744 -0.344
H 0.510 3.531 3.579
H -0.938 5.935 1.029
H 2.361 -3.912 -2.703
H -0.385 -4.150 -4.178
H 1.852 -1.427 0.317
H -2.163 0.030 0.373
H -1.172 3.341 -1.426
H -1.903 4.441 0.959
H 2.843 1.734 -2.291
H -1.614 -5.005 -2.316
H 0.654 -0.499 2.580
H 2.003 -4.884 -1.227
H -4.175 -3.168 0.532
H -0.488 -4.334 0.472
H -3.288 -1.875 2.870
H 1.473 4.028 -1.748
H 3.645 2.427 1.477
H -1.153 -2.796 -3.306
H 1.924 4.478 0.250
H -2.431 -3.365 2.327
H -0.482 -2.069 1.731
H -1.280 -0.716 2.424

Atoms 1-2, force components in eV/Å:
-1.6 0.6 0.7
0.8 0.9 2.2

total charge	+1
total energy	-2067.980474	hartree
spin multiplicity	2
highest occupied orbital energy (spin up / spin down)	-11.745 / -11.744	eV